{
  "formula": "C16H41CrN5O17S2VZr",
  "method": "ωB97M-V/def2-TZVPD",
  "spin_multiplicity": 7,
  "charge": 1,
  "max_force_ev_per_a": 6.804,
  "lumo_energy_ev": [-3.894, -3.894],
  "energy_ev": -136574.170,
  "orbital_gap_ha": [0.24844, 0.25049],
  "species": ["C", "C", "C", "N", "O", "C", "H", "O", "H", "H", "Zr", "O", "S", "H", "H", "H", "H", "N", "H", "H", "H", "O", "O", "C", "H", "H", "O", "H", "V", "H", "C", "O", "N", "C", "C", "C", "H", "C", "H", "O", "Cr", "H", "H", "H", "C", "H", "N", "O", "O", "H", "O", "H", "H", "H", "C", "H", "C", "H", "S", "H", "O", "H", "H", "H", "C", "O", "O", "H", "H", "H", "O", "H", "H", "O", "H", "H", "C", "H", "H", "H", "C", "O", "N", "H"],
  "coordinates": [[-3.580, -3.887, 4.178], [-1.975, 4.028, 2.953], [6.560, -3.919, -2.736], [0.184, 3.833, -1.509], [-1.605, -1.092, -5.224], [3.936, 1.100, 1.159], [-1.703, 6.016, 1.195], [1.728, -0.691, 4.032], [-3.484, 0.750, 0.758], [-4.107, -3.126, 4.756], [0.879, 0.457, 2.607], [3.336, -2.452, -2.139], [-1.403, -0.698, -3.850], [7.255, -3.219, -2.262], [-3.823, -4.880, 4.560], [4.691, 0.844, 1.915], [6.949, -4.328, -3.659], [5.297, -3.226, -2.962], [-1.798, -4.687, 6.044], [-1.207, 2.544, -0.558], [-4.312, 0.897, -2.170], [-0.355, -2.822, 3.141], [0.084, -0.695, -3.547], [-3.427, -0.168, 0.168], [-2.330, 4.718, 3.719], [1.457, 2.281, -2.137], [0.260, 2.514, 2.108], [-4.978, 1.790, -0.809], [-1.462, -3.076, -1.514], [0.964, -3.933, -2.371], [4.415, -3.036, -1.993], [2.650, 1.071, 1.691], [-4.703, -0.294, -0.515], [-1.510, -3.239, 3.115], [-5.239, -1.527, -0.676], [-1.553, -3.766, 5.517], [6.473, -4.693, -1.972], [-1.063, 3.100, -1.489], [1.222, -1.331, 4.549], [-6.197, -1.753, -1.383], [1.634, -1.488, -2.817], [1.251, 2.413, -0.430], [-0.769, 6.767, 2.519], [5.978, -2.161, -4.627], [0.190, 5.178, -1.633], [-1.793, 3.058, 3.406], [-2.138, -3.709, 4.203], [0.613, -3.059, -2.172], [-1.962, -1.712, -2.899], [2.890, 0.718, -3.241], [-0.784, 5.883, -1.770], [-0.096, 6.056, 1.047], [-2.809, 3.933, 2.254], [-4.718, -2.310, -0.089], [5.087, -2.708, -4.303], [0.891, 4.266, 1.282], [0.152, 3.739, 1.892], [-1.879, -2.929, 6.139], [0.408, -0.776, 0.075], [2.213, 3.693, -1.314], [-0.686, -1.674, -0.266], [-1.157, 2.365, -2.298], [4.130, 2.132, 0.863], [-3.323, -0.972, 0.902], [1.362, 3.013, -1.331], [1.074, -1.190, 1.338], [-2.019, 0.595, -3.606], [-2.593, -0.144, -0.531], [1.228, 5.559, -1.549], [4.951, -3.545, -4.989], [2.826, -0.206, -3.494], [-1.909, 3.752, -1.699], [-0.471, -3.733, 5.415], [1.333, -0.650, -1.036], [4.123, 0.355, 0.382], [-2.088, -3.276, 2.182], [-5.039, 0.846, -1.354], [4.758, -3.429, -1.029], [4.322, -1.944, -4.422], [-4.032, -3.865, 3.185], [-0.828, 5.916, 1.849], [-0.021, 0.554, 0.582], [-0.756, 4.564, 2.367], [-6.070, 0.723, -1.673]],
  "mulliken_spin": [0.001, 0.000, 0.000, 0.000, 0.001, 0.000, 0.000, 0.000, 0.000, 0.000, 0.001, -0.007, 0.002, 0.000, 0.000, 0.000, 0.000, 0.007, 0.000, 0.000, 0.000, -0.002, -0.009, 0.020, 0.000, 0.002, 0.000, 0.000, 3.036, 0.011, 0.000, 0.001, -0.001, -0.011, 0.005, 0.000, 0.000, 0.001, 0.000, 0.000, 2.985, -0.002, 0.000, 0.000, 0.000, 0.000, 0.000, -0.012, 0.007, 0.011, 0.000, 0.000, 0.000, 0.000, 0.000, 0.000, 0.000, 0.000, 0.040, 0.000, -0.104, 0.000, 0.000, -0.010, 0.000, -0.006, -0.002, 0.003, 0.000, 0.000, 0.010, 0.000, 0.000, 0.001, 0.000, 0.021, 0.001, 0.000, 0.001, 0.000, 0.000, -0.004, 0.000, 0.000]
}